# 1
Here is C9H15N3O in the gas phase at a distorted geometry from the Open Molecules 2025 dataset. Energies are from ωB97M-V/def2-TZVPD.

XYZ file:
```
28
Properties=species:S:1:pos:R:3
C -2.095 1.368 0.849
C 0.106 0.761 -1.031
C 0.263 0.971 1.334
C 1.303 -2.063 0.339
C 1.531 -0.733 0.225
C -3.214 1.999 1.571
C -0.101 -2.667 0.518
C 2.910 -0.084 0.168
C -0.255 0.330 -3.329
N -0.989 1.531 1.479
N 0.585 0.344 0.155
N 0.281 -0.061 -2.026
O 0.977 0.928 2.354
H 2.160 -2.728 0.369
H -4.036 2.330 1.022
H -2.860 2.799 2.316
H -3.426 1.159 2.159
H -0.046 -3.816 0.381
H -0.832 -2.228 -0.147
H -0.572 -2.405 1.469
H 3.512 -0.824 -0.361
H 3.114 0.119 1.172
H 2.845 0.861 -0.457
H -1.268 0.310 -3.283
H 0.251 1.244 -3.553
H 0.134 -0.451 -3.996
H -0.980 2.079 2.358
H 0.704 -1.072 -2.054
```

Summary:
- Energy above the lowest of the compared OMol25 structures with the same formula, charge and spin: 3.8854 eV
- Largest force on an atom: 4.2 eV Å⁻¹
- Total charge: 0
- LUMO: 0.856 eV
- Calculated total energy: -16089.1767 eV


# 2
Here is C32H29N4O6S4Sr as an isolated structure from the Open Molecules 2025 dataset. Energies are from ωB97M-V/def2-TZVPD.

XYZ file:
```
76
Properties=species:S:1:pos:R:3
Sr 1.013 0.314 1.032
C -2.441 0.821 0.840
C -1.872 -0.341 0.083
N -1.056 -0.122 -0.887
N -0.766 -1.273 -1.610
C 0.445 -1.519 -1.945
S 1.908 -0.653 -1.626
S 0.683 -3.009 -2.883
C -0.952 -3.787 -2.818
C -1.891 -3.475 -3.953
C -2.675 -4.488 -4.496
C -3.578 -4.228 -5.518
C -3.709 -2.941 -6.015
C -2.928 -1.923 -5.481
C -2.026 -2.185 -4.462
C -2.199 -1.705 0.567
C -3.486 -2.220 0.512
C -3.772 -3.502 0.956
C -2.733 -4.267 1.486
C -1.451 -3.761 1.574
C -1.130 -2.458 1.124
O 0.068 -1.975 1.242
H -2.267 1.759 0.315
H -2.028 0.865 1.853
H -3.519 0.684 0.957
H -1.390 -3.476 -1.867
H -0.771 -4.862 -2.781
H -2.575 -5.496 -4.110
H -4.176 -5.034 -5.928
H -4.410 -2.732 -6.814
H -3.022 -0.913 -5.863
H -1.423 -1.390 -4.044
H -4.276 -1.611 0.081
H -4.776 -3.900 0.884
H -2.933 -5.274 1.836
H -0.643 -4.357 1.983
O -1.774 4.330 -0.557
C -0.643 3.667 -0.220
O 0.039 3.106 -1.029
C -0.346 3.742 1.248
C -1.058 4.581 2.084
C -0.704 4.614 3.429
C 0.334 3.821 3.865
C 0.995 3.002 2.948
N 0.653 2.955 1.663
C 2.138 2.086 3.468
O 2.418 2.211 4.663
O 2.643 1.295 2.625
H -1.877 4.192 -1.513
H -1.862 5.186 1.691
H -1.243 5.253 4.117
H 0.667 3.791 4.892
S 6.081 1.095 -0.376
C 4.522 0.852 0.354
N 3.544 1.528 -0.124
C 3.984 2.327 -1.174
C 3.172 3.166 -1.937
C 3.751 3.901 -2.949
C 5.123 3.808 -3.220
C 5.935 2.971 -2.483
C 5.350 2.229 -1.458
H 4.432 0.186 1.200
H 2.113 3.202 -1.730
H 3.132 4.552 -3.554
H 5.552 4.392 -4.024
H 6.992 2.888 -2.698
C 1.743 -1.689 3.819
S 0.027 -1.203 4.070
C 0.221 -0.667 5.773
O -0.177 0.115 3.341
H 1.983 -2.482 4.526
H 2.377 -0.810 3.952
H 1.779 -2.077 2.801
H 0.503 -1.522 6.387
H -0.741 -0.275 6.097
H 0.979 0.118 5.807
```

Summary:
- Energy above the lowest of the compared OMol25 structures with the same formula, charge and spin: 0.1901 eV
- Largest force on an atom: 0.8 eV Å⁻¹
- Total charge: -1
- LUMO: 2.092 eV
- Calculated total energy: -96083.3231 eV